(1)
Below is a structure of composition C6H15ClN3 in a non-equilibrium geometry, with properties calculated with ωB97M-V/def2-TZVPD.

Atoms and positions in Å:
C1 0.2391 1.6211 0.5688
C2 -1.2732 1.9291 0.4350
C3 0.4400 0.2732 1.3255
C4 -2.1164 1.2704 -0.5627
C5 0.8228 -0.8803 0.4276
C6 -0.3104 -1.3889 -0.4217
N1 -0.3848 -2.6109 -0.8838
N2 -1.3296 -0.5251 -0.6898
N3 2.0136 -0.7070 -0.4819
Cl1 2.6129 -3.6826 -0.5062
H1 0.8119 1.6710 -0.3346
H2 0.6220 2.4165 1.3128
H3 -1.8702 1.9489 1.4000
H4 -1.2012 2.9356 0.0106
H5 1.3497 0.4076 2.0557
H6 -0.4046 -0.0956 2.0142
H7 -3.2245 0.9787 -0.4922
H8 -1.7565 1.4084 -1.6744
H9 1.1142 -1.8627 1.0462
H10 0.3633 -3.2095 -0.4660
H11 -0.8425 -2.7890 -1.8209
H12 -1.8669 -0.9391 -1.4739
H13 2.5885 -0.1820 0.1098
H14 1.8467 -0.0564 -1.2456
H15 2.4426 -2.4539 -0.9827

Values from the calculation:
* gap between HOMO and LUMO: 10.5 eV
* ΔE to the lowest compared entry with this formula, charge and spin: 112.9 kJ/mol
* total charge: +1

natural (NBO) population analysis, charges in e, atoms 1 to 6:
1. C -0.40
2. C -0.51
3. C -0.44
4. C 0.00
5. C -0.13
6. C 0.53

=====

(2)
Below is a structure of composition C6H15ClNNaO10S in a non-equilibrium geometry, with properties calculated with ωB97M-V/def2-TZVPD.

Atoms and positions in Å:
Na1 -0.2603 0.9523 -0.0231
S1 -2.5758 3.7798 0.6417
O1 -1.8774 5.0716 0.7452
O2 -3.7989 3.8685 -0.2407
O3 -1.6704 2.7350 0.0308
O4 -3.1208 3.2751 1.9237
Cl1 -0.5352 0.1281 3.9275
O5 0.1713 0.2231 2.6568
O6 0.3688 0.4898 5.0082
O7 -1.6673 0.9805 3.9833
O8 -0.9226 -1.2712 4.0832
C1 3.0211 0.3002 0.7264
O9 2.1890 0.8108 -0.2724
C2 2.5609 0.5552 -1.6051
C3 1.3421 0.6153 -2.5440
N1 0.1426 -0.1554 -2.1541
C4 0.3822 -1.5634 -1.8787
C5 -0.8408 -2.2934 -1.2881
O10 -1.3597 -1.6235 -0.1461
C6 -2.1611 -2.5002 0.6192
H1 2.6030 0.4472 1.7200
H2 4.0185 0.7619 0.6923
H3 3.2245 -0.7781 0.6429
H4 2.9702 -0.4614 -1.6617
H5 3.2937 1.2845 -1.9631
H6 1.6654 0.2457 -3.5292
H7 1.0386 1.6570 -2.6578
H8 -0.5168 -0.0858 -2.9184
H9 1.1734 -1.6936 -1.1388
H10 0.6179 -2.1044 -2.8091
H11 -0.6290 -3.3298 -1.0160
H12 -1.6198 -2.2514 -2.0662
H13 -3.0314 -2.8169 0.0300
H14 -2.5375 -1.8818 1.4338
H15 -1.6586 -3.3715 1.0478

Values from the calculation:
* gap between HOMO and LUMO: 2.8 eV
* ΔE to the lowest compared entry with this formula, charge and spin: 0.0 kJ/mol
* total charge: -2

natural (NBO) population analysis, charges in e, atoms 1 to 6:
1. Na 0.92
2. S 2.57
3. O -1.09
4. O -1.14
5. O -1.21
6. O -1.09

=====

(3)
Below is the ion C6H15ClNO2P2 with charge +1, with properties calculated with ωB97M-V/def2-TZVPD.

Atoms and positions in Å:
C1 3.7109 0.6148 -0.9570
C2 2.4551 -0.1916 -0.7870
O1 1.6946 -0.4160 -1.7057
N1 2.1577 -0.6587 0.5189
C3 1.0874 0.1052 1.1891
C4 -0.2516 -0.6758 1.2905
C5 -0.6098 -1.5728 0.1030
C6 -1.2653 -0.8857 -1.1046
P1 -2.7628 0.0269 -0.6950
P2 -2.3426 2.1760 -0.1283
O2 -2.6308 2.1649 1.4654
Cl1 -4.0931 2.8894 -0.8834
H1 3.7590 1.4161 -0.2150
H2 4.5928 -0.0196 -0.8293
H3 3.7192 1.0491 -1.9575
H4 3.0054 -0.6407 1.0725
H5 0.9346 1.0799 0.7056
H6 1.4157 0.3258 2.2078
H7 -1.0411 0.0578 1.5067
H8 -0.1977 -1.3175 2.1757
H9 -1.2953 -2.3549 0.4531
H10 0.2848 -2.0842 -0.2576
H11 -1.6051 -1.6522 -1.8138
H12 -0.5747 -0.2419 -1.6559
H13 -3.5859 0.0768 -1.8212
H14 -3.4330 -0.6864 0.3085
H15 -3.1284 1.4154 1.8146

Values from the calculation:
* gap between HOMO and LUMO: 9.0 eV
* total charge: +1

natural (NBO) population analysis, charges in e, atoms 1 to 6:
1. C -0.73
2. C 0.72
3. O -0.59
4. N -0.67
5. C -0.22
6. C -0.41

=====

(4)
Below is a structure of composition C6H15F4KN2O12PS4 in a non-equilibrium geometry, with properties calculated with ωB97M-V/def2-TZVPD.

Atoms and positions in Å:
K1 0.1092 -2.0080 -1.3571
N1 -0.4458 -2.3078 -4.0970
S1 0.1679 -3.3235 -5.0948
O1 1.5879 -3.2363 -5.3171
O2 -0.6508 -3.7600 -6.1940
F1 0.0613 -4.6128 -4.1165
S2 -0.4435 -0.9612 -5.0597
O3 -1.4302 -0.9133 -6.0902
O4 0.8473 -0.3357 -5.2077
F2 -1.0549 -0.0010 -3.8883
N2 -2.3968 -2.5965 -0.3841
S3 -3.4718 -1.3442 -0.2142
O5 -3.9005 -0.9972 1.1118
O6 -4.4630 -1.2421 -1.2336
F3 -2.4145 -0.1875 -0.5042
S4 -2.9763 -3.5782 0.6957
O7 -4.3824 -3.8774 0.5723
O8 -2.4948 -3.4749 2.0521
F4 -2.2157 -4.8912 0.1543
C1 0.0992 3.6483 -1.1967
C2 1.3056 3.1440 -0.4394
O9 0.9226 2.6722 0.8576
P1 1.1322 1.1318 1.2585
O10 0.9284 0.1626 0.1571
O11 2.5893 1.0680 1.9062
C3 2.9575 1.8891 3.0283
C4 3.9114 2.9597 2.5897
O12 0.1680 0.9577 2.5166
C5 0.0709 -0.3312 3.1380
C6 -1.3478 -0.6902 3.4917
H1 0.4434 4.1019 -2.1283
H2 -0.6249 2.8501 -1.3577
H3 -0.4470 4.4434 -0.6863
H4 1.9221 2.4001 -0.9510
H5 2.0176 3.9625 -0.2711
H6 2.0462 2.2648 3.4990
H7 3.4170 1.2493 3.7849
H8 4.7969 2.5269 2.1248
H9 3.4248 3.6629 1.9141
H10 4.2739 3.5242 3.4523
H11 0.5280 -1.1016 2.5115
H12 0.6649 -0.2632 4.0572
H13 -1.3284 -1.6093 4.0913
H14 -1.8765 0.0199 4.1291
H15 -2.0279 -0.9949 2.6947

Values from the calculation:
* gap between HOMO and LUMO: 9.3 eV
* ΔE to the lowest compared entry with this formula, charge and spin: 0.0 kJ/mol
* total charge: -1

natural (NBO) population analysis, charges in e, atoms 1 to 6:
1. K 0.97
2. N -1.18
3. S 2.44
4. O -0.92
5. O -0.91
6. F -0.53

=====

(5)
Below is a structure of composition C6H15F4Li2N2O12PS4 in a non-equilibrium geometry, with properties calculated with ωB97M-V/def2-TZVPD.

Atoms and positions in Å:
Li1 3.5376 0.3902 0.1488
Li2 1.0676 -0.2482 1.4960
N1 2.7952 -1.1890 0.9813
S1 2.7110 -2.5745 -0.0337
O1 1.5047 -3.4277 0.0311
O2 3.9338 -3.2185 -0.5580
F1 2.3044 -1.7687 -1.3823
S2 3.4190 -2.0934 2.0814
O3 4.8663 -2.1856 2.1184
O4 2.7563 -3.2330 2.7006
F2 3.2155 -0.9311 3.2066
N2 -0.2245 -0.9747 2.7101
S3 -0.8053 -0.1811 4.1119
O5 -0.3725 -0.7057 5.3950
O6 -2.1555 0.4580 4.0675
F3 0.1537 1.1225 3.9645
S4 -0.8338 -2.2882 3.1601
O7 -2.2842 -2.3920 3.3081
O8 0.0368 -3.1973 3.8628
F4 -0.7337 -2.8906 1.6291
C1 -1.9140 -2.1449 -1.2829
C2 -2.2149 -0.9199 -0.3921
O9 -1.9851 0.2808 -1.1389
P1 -0.7010 1.3349 -0.9395
O10 0.4238 0.8583 -0.0791
O11 -0.2651 1.6788 -2.5163
C3 -0.4228 0.5908 -3.4310
C4 0.6308 0.8528 -4.4321
O12 -1.4748 2.6788 -0.4468
C5 -0.9298 3.8895 -0.9667
C6 -1.2614 5.0317 -0.0096
H1 -0.8986 -2.1955 -1.6760
H2 -2.1220 -3.0868 -0.7754
H3 -2.5847 -2.1717 -2.1417
H4 -3.2744 -0.8599 -0.1430
H5 -1.5822 -0.8923 0.4951
H6 -0.3579 -0.4304 -3.0556
H7 -1.3899 0.7727 -3.8997
H8 0.4827 1.8446 -4.8594
H9 1.5694 0.6798 -3.9056
H10 0.4759 0.1332 -5.2360
H11 0.1550 3.8047 -1.0301
H12 -1.3380 3.9429 -1.9760
H13 -0.4652 4.9186 0.7261
H14 -1.2638 6.0319 -0.4429
H15 -2.1845 4.9052 0.5560

Values from the calculation:
* gap between HOMO and LUMO: 7.9 eV
* ΔE to the lowest compared entry with this formula, charge and spin: 588.6 kJ/mol

natural (NBO) population analysis, charges in e, atoms 1 to 6:
1. Li 0.98
2. Li 0.90
3. N -1.29
4. S 2.26
5. O -0.79
6. O -0.79

=====

(6)
Below is the ion C6H15FN with charge +1 in a non-equilibrium geometry, with properties calculated with ωB97M-V/def2-TZVPD.

Atoms and positions in Å:
C1 -2.5029 0.3820 0.4578
N1 -1.2666 -0.1863 -0.0386
C2 -1.3988 -0.6159 -1.4784
C3 -0.1545 0.8528 0.1919
C4 1.3247 0.0086 -0.1587
C5 1.4614 -1.2762 0.7247
C6 2.4755 1.0162 0.2195
F1 1.3933 -0.2211 -1.5453
H1 -2.5767 1.3526 0.0666
H2 -3.4513 -0.1562 0.2647
H3 -2.4190 0.3185 1.6044
H4 -0.9187 -0.9001 0.5547
H5 -1.7289 0.2343 -2.1144
H6 -0.4849 -0.9827 -1.8866
H7 -2.1394 -1.5424 -1.4196
H8 0.0328 1.1796 1.2862
H9 -0.2724 1.5832 -0.5250
H10 0.4904 -1.9005 0.5500
H11 2.4400 -1.8544 0.4931
H12 1.3676 -1.0821 1.7946
H13 2.5594 1.6612 -0.5607
H14 2.2621 1.5525 1.1078
H15 3.5071 0.5764 0.4113

Values from the calculation:
* gap between HOMO and LUMO: 12.4 eV
* ΔE to the lowest compared entry with this formula, charge and spin: 79.5 kJ/mol
* total charge: +1
* SMILES: C[NH+](C)CC(C)(C)F

natural (NBO) population analysis, charges in e, atoms 1 to 6:
1. C -0.42
2. N -0.36
3. C -0.43
4. C -0.26
5. C 0.39
6. C -0.67

=====

(7)
Below is a cluster of 2 separate species, C6H15FN3P in total in a non-equilibrium geometry, with properties calculated with ωB97M-V/def2-TZVPD.

Atoms and positions in Å:
C1 2.3172 -2.3016 -0.0645
C2 1.0372 -1.8062 -0.7381
C3 0.4793 -0.5821 -0.0706
N1 0.1957 -0.7275 1.2878
C4 0.3365 0.5817 -0.7120
N2 -0.2525 1.7250 -0.1022
C5 0.6329 2.3982 0.8437
N3 -0.7383 2.6001 -1.1067
H1 2.1301 -2.5552 0.9778
H2 2.6912 -3.1865 -0.5753
H3 3.0829 -1.5300 -0.0950
H4 1.2333 -1.5870 -1.7874
H5 0.2842 -2.5997 -0.6995
H6 -0.1079 -1.6590 1.5357
H7 -0.4400 -0.0188 1.6352
H8 0.6216 0.6804 -1.7508
H9 1.4941 2.8585 0.3344
H10 0.0729 3.1772 1.3630
H11 1.0071 1.6788 1.5678
H12 0.0274 3.1267 -1.5432
H13 -1.3694 3.2675 -0.6708
H14 -2.4750 0.5686 -1.0318
P1 -2.7005 0.5297 0.3407
C6 -3.1014 -1.0955 0.4053
F1 -3.0732 -1.9301 -0.6554
H15 -3.3851 -1.6132 1.3116

Values from the calculation:
* gap between HOMO and LUMO: 8.5 eV
* SMILES: CC/C(N)=C/N(C)N.[H]/P=C\F

natural (NBO) population analysis, charges in e, atoms 1 to 6:
1. C -0.60
2. C -0.43
3. C 0.19
4. N -0.83
5. C -0.16
6. N -0.31

=====

(8)
Below is a cluster of 2 separate species, C6H15FNOP in total in a non-equilibrium geometry, with properties calculated with ωB97M-V/def2-TZVPD.

Atoms and positions in Å:
C1 -2.2547 -0.4005 -1.6388
C2 -0.4883 -1.1775 1.8612
C3 3.5378 -1.0077 -0.6280
C4 -0.8949 -0.0947 -0.9520
C5 -1.3287 0.0382 1.4429
C6 3.2715 -0.1702 0.3203
N1 -0.8176 0.6912 0.2129
O1 -0.7090 2.6517 -1.3034
F1 0.2485 2.7045 0.9301
P1 -1.2338 2.3520 0.1446
H1 -2.6483 0.6616 -1.7870
H2 -2.1059 -0.8828 -2.6015
H3 -2.9880 -0.9406 -1.0914
H4 -0.8703 -2.0349 1.3515
H5 0.5253 -1.0459 1.9406
H6 -0.7817 -1.2405 2.8850
H7 4.2663 -1.7422 -0.4145
H8 0.0303 2.0398 -1.5703
H9 3.0460 -1.1102 -1.6614
H10 -0.2142 -0.9927 -0.8207
H11 -0.3674 0.5762 -1.6079
H12 -2.4448 -0.1600 1.3983
H13 -1.1847 0.7685 2.2095
H14 2.4087 0.4855 0.2271
H15 3.9979 0.0310 1.1530

Values from the calculation:
* ⟨S²⟩: 2.01
* gap between HOMO and LUMO (spin up / spin down): 4.8 / 7.1 eV
* ΔE to the lowest compared entry with this formula, charge and spin: 50.1 kJ/mol
* multiplicity: 3

natural (NBO) population analysis, charges in e, atoms 1 to 6:
1. C -0.64
2. C -0.63
3. C -0.39
4. C -0.24
5. C -0.25
6. C -0.39

=====

(9)
Below is the ion C6H15N with charge -1 in a non-equilibrium geometry, with properties calculated with ωB97M-V/def2-TZVPD.

Atoms and positions in Å:
C1 -0.3139 0.3113 -1.4809
N1 -1.4014 -0.0288 -0.5882
C2 -1.3401 0.3863 0.8006
C3 -2.5873 -0.0140 1.6155
C4 0.8797 -0.7322 -1.3503
C5 2.3863 0.4962 0.2836
C6 1.7197 -0.8194 -0.0645
H1 0.1679 1.2671 -1.2637
H2 -0.6078 0.1544 -2.5265
H3 -2.2427 0.4200 -0.9434
H4 -1.1514 1.4857 0.8461
H5 -0.4706 -0.0626 1.2859
H6 -2.7095 -1.0888 1.4575
H7 -2.3927 0.0567 2.6963
H8 -3.4691 0.5501 1.3424
H9 0.4454 -1.7080 -1.6583
H10 1.5715 -0.2209 -2.0427
H11 2.9722 0.7838 -0.5874
H12 3.0880 0.2536 1.0867
H13 1.7582 1.3336 0.5775
H14 1.1900 -1.2689 0.7881
H15 2.5078 -1.5555 -0.2744

Values from the calculation:
* ⟨S²⟩: 0.75
* gap between HOMO and LUMO (spin up / spin down): 2.6 / 9.0 eV
* ΔE to the lowest compared entry with this formula, charge and spin: 59.3 kJ/mol
* multiplicity: 2
* total charge: -1

natural (NBO) population analysis, charges in e, atoms 1 to 6:
1. C -0.48
2. N -0.67
3. C -0.43
4. C -0.70
5. C -0.42
6. C -0.76